Arrangement 1

This record from the OMol25 dataset describes C7H10O3 in the gas phase. The level of theory is ωB97M-V/def2-TZVPD.

Its HOMO-LUMO gap is 9.293 eV. As for the highest occupied orbital energy: -0.3121 Ha. Its structure (SMILES) is OC[C@@H](O)Cc1ccco1.

Positions of all 20 atoms, in Å:
O  -1.614  1.362  2.960
C  -1.644  1.480  1.313
C  -0.443  0.737  0.800
O  -0.812  -0.425  1.516
C  -0.441  0.489  -0.700
C  0.635  -0.442  -1.140
C  0.625  -1.702  -1.663
C  2.000  -2.063  -1.875
C  2.735  -1.008  -1.432
O  1.916  -0.015  -1.011
H  -2.524  1.460  3.252
H  -1.547  2.558  1.120
H  -2.591  1.136  0.870
H  0.501  1.172  1.162
H  -0.991  -0.163  2.569
H  -1.407  0.067  -1.010
H  -0.327  1.461  -1.205
H  -0.261  -2.282  -1.905
H  2.388  -2.985  -2.301
H  3.802  -0.836  -1.321

=====

Arrangement 2

This record from the OMol25 dataset describes 2 unconnected molecules or ions with the total composition C7H10O3. The level of theory is ωB97M-V/def2-TZVPD.

Its HOMO-LUMO gap is 9.145 eV. As for the highest occupied orbital energy: -0.3192 Ha.

Positions of all 20 atoms, in Å:
C  0.627  1.450  -1.178
C  2.285  0.283  0.840
C  -0.302  -0.977  -0.977
C  -0.682  -0.291  0.295
C  0.510  0.184  -0.497
C  0.211  -2.392  -0.981
C  -1.774  1.434  1.408
O  1.307  2.384  -0.814
O  2.289  -0.382  1.802
O  -1.826  0.487  0.361
H  0.077  1.501  -2.146
H  2.940  1.041  0.433
H  -0.916  -0.728  -1.840
H  -0.441  -0.803  1.229
H  0.720  -2.621  -0.050
H  0.908  -2.533  -1.806
H  -0.619  -3.085  -1.110
H  -0.864  2.042  1.346
H  -1.802  0.936  2.385
H  -2.647  2.073  1.298

=====

Result of the stability comparison: arrangement 2 is the least stable of them.

=====

Arrangement 1

This record from the OMol25 dataset describes a molecular structure, C14H8Cl5IN4SSn. The level of theory is ωB97M-V/def2-TZVPD.

Its HOMO-LUMO gap is 7.159 eV. As for the highest occupied orbital energy: -0.5420 Ha. The total charge is +2.

Positions of all 34 atoms, in Å:
Sn  -0.694  1.419  1.021
Cl  0.759  -0.952  -1.106
C  -0.723  -1.401  -0.340
C  -1.318  -0.495  0.512
C  -2.507  -0.790  1.156
Cl  -3.127  0.473  2.178
C  -3.118  -2.022  1.006
Cl  -4.552  -2.385  1.845
C  -2.511  -2.951  0.142
Cl  -3.238  -4.466  -0.085
C  -1.313  -2.649  -0.527
Cl  -0.581  -3.789  -1.558
I  3.364  1.120  5.783
C  2.284  0.658  4.097
C  2.361  -0.499  3.337
N  1.482  -0.393  2.337
N  0.820  0.784  2.404
C  1.315  1.433  3.474
H  2.981  -1.374  3.448
H  1.290  -1.060  1.603
H  0.954  2.415  3.735
C  3.323  5.802  -0.083
C  2.275  4.764  -0.225
C  2.204  3.904  -1.338
C  1.238  2.933  -1.362
N  0.313  2.859  -0.376
C  0.429  3.780  0.621
S  -0.876  3.640  1.827
N  1.380  4.658  0.783
H  3.983  5.834  -0.946
H  3.913  5.606  0.815
H  2.850  6.777  0.049
H  2.914  3.987  -2.148
H  1.167  2.205  -2.160

=====

Arrangement 2

This record from the OMol25 dataset describes a molecular structure, C14H8Cl5IN4SSn. The level of theory is ωB97M-V/def2-TZVPD.

Its HOMO-LUMO gap (alpha / beta) is 5.567 / 3.666 eV. As for the highest occupied orbital energy (alpha / beta): -0.5144 / -0.5145 Ha. The total charge is +2.

Positions of all 34 atoms, in Å:
Sn  1.381  -0.134  1.269
Cl  -1.976  -1.180  2.645
C  -0.573  -1.298  3.639
C  0.678  -0.920  3.148
C  1.766  -1.057  4.005
Cl  3.335  -0.575  3.368
C  1.676  -1.530  5.300
Cl  3.058  -1.653  6.294
C  0.407  -1.895  5.768
Cl  0.241  -2.486  7.353
C  -0.717  -1.779  4.941
Cl  -2.253  -2.234  5.531
I  3.774  3.016  -4.633
C  3.956  2.032  -2.930
C  5.154  1.528  -2.360
N  4.798  0.948  -1.241
N  3.442  1.010  -0.983
C  2.932  1.655  -1.989
H  6.174  1.569  -2.712
H  5.404  0.486  -0.576
H  1.871  1.849  -2.052
C  -5.332  -0.407  -2.356
C  -3.913  0.027  -2.487
C  -3.386  0.576  -3.655
C  -2.055  0.945  -3.663
N  -1.264  0.798  -2.591
C  -1.883  0.270  -1.560
S  -0.912  0.049  -0.065
N  -3.117  -0.127  -1.415
H  -5.889  -0.240  -3.274
H  -5.807  0.140  -1.541
H  -5.369  -1.466  -2.099
H  -4.003  0.710  -4.532
H  -1.597  1.375  -4.545

=====

Result of the stability comparison: arrangement 2 is the least stable of them.

=====

Arrangement 1

This record from the OMol25 dataset describes C4H7N3O2 in the gas phase. The level of theory is ωB97M-V/def2-TZVPD.

Its HOMO-LUMO gap is 10.148 eV. As for the highest occupied orbital energy: -0.3476 Ha. Its structure (SMILES) is CCN1C=NOC(=O)N1.

Positions of all 16 atoms, in Å:
C  -0.191  0.872  2.045
C  0.008  -0.369  1.170
N  0.682  -0.062  -0.122
C  1.009  -1.258  -0.759
N  0.487  -1.780  -1.787
O  -0.523  -1.081  -2.395
C  -0.706  0.314  -2.131
O  -1.342  0.935  -2.896
N  -0.161  0.771  -0.942
H  0.692  1.485  2.163
H  -0.622  0.666  3.017
H  -0.958  1.536  1.614
H  -0.900  -0.753  0.773
H  0.649  -1.099  1.606
H  1.776  -1.897  -0.265
H  0.100  1.719  -1.093

=====

Arrangement 2

This record from the OMol25 dataset describes C4H7N3O2 in the gas phase. The level of theory is ωB97M-V/def2-TZVPD.

Its HOMO-LUMO gap is 9.175 eV. As for the highest occupied orbital energy: -0.3128 Ha. Its structure (SMILES) is CCc1n[nH]/c(=N/O)o1.

Positions of all 16 atoms, in Å:
C  1.466  -0.611  -1.337
C  1.984  0.074  0.054
C  0.670  0.686  0.385
N  0.194  1.867  0.511
N  -1.213  1.651  0.795
C  -1.635  0.374  0.618
N  -2.908  -0.117  0.592
O  -3.070  -1.581  0.453
O  -0.341  -0.319  0.445
H  0.454  -0.934  -1.138
H  2.040  -1.490  -1.332
H  1.537  -0.017  -2.214
H  2.861  0.686  0.054
H  1.981  -0.709  0.836
H  -1.833  2.412  0.486
H  -2.186  -1.971  0.791

=====

Result of the stability comparison: arrangement 2 is the least stable of them.

=====

Arrangement 1

This record from the OMol25 dataset describes a molecular structure, C20H45Li4N3O12. The level of theory is ωB97M-V/def2-TZVPD.

Its HOMO-LUMO gap is 4.999 eV. As for the highest occupied orbital energy: -0.1911 Ha.

Positions of all 84 atoms, in Å:
Li  -7.000  4.492  18.566
Li  -8.010  5.400  14.467
Li  -6.079  2.398  13.780
Li  -7.953  7.047  16.817
C  -8.658  8.574  15.098
O  -8.731  9.495  14.245
O  -8.655  8.876  16.373
O  -8.468  7.303  14.796
C  -7.223  3.923  16.160
O  -6.809  3.183  17.104
O  -7.170  3.583  14.907
O  -7.575  5.141  16.397
C  -7.760  -2.961  16.022
O  -8.267  -1.883  15.282
C  -7.593  -0.679  15.597
C  -8.168  0.419  14.739
N  -7.481  0.484  13.431
C  -8.115  1.410  12.461
C  -7.129  1.764  11.376
O  -6.045  2.550  11.847
C  -5.142  2.929  10.824
H  -6.668  -2.947  16.080
H  -8.126  -3.919  15.656
H  -8.119  -2.960  17.066
H  -6.501  -0.770  15.558
H  -7.792  -0.412  16.647
H  -7.946  1.380  15.208
H  -9.253  0.316  14.660
H  -7.533  -0.422  12.977
H  -8.617  2.250  12.949
H  -8.990  0.907  12.027
H  -7.572  2.204  10.473
H  -6.711  0.849  10.920
H  -5.624  3.542  10.060
H  -4.695  2.045  10.362
H  -4.379  3.533  11.309
C  -11.702  6.413  21.041
O  -11.062  5.173  20.818
C  -10.550  5.047  19.469
C  -9.923  3.644  19.403
N  -8.522  3.775  19.826
C  -7.937  2.483  20.166
C  -6.439  2.589  20.530
O  -5.955  3.847  20.050
C  -4.546  4.036  20.039
H  -12.114  6.893  20.153
H  -10.996  7.103  21.522
H  -12.466  6.262  21.805
H  -9.826  5.859  19.379
H  -11.437  5.090  18.834
H  -10.049  3.226  18.408
H  -10.506  3.101  20.157
H  -8.575  4.314  20.689
H  -7.994  1.805  19.310
H  -8.497  1.939  20.938
H  -5.885  1.864  19.926
H  -6.258  2.482  21.600
H  -4.078  3.802  20.993
H  -4.360  5.082  19.802
H  -4.164  3.446  19.203
C  -0.850  0.739  13.635
O  -1.710  1.040  12.553
C  -2.851  0.231  12.445
C  -3.747  0.245  13.686
N  -3.964  1.605  14.183
C  -4.366  1.635  15.594
C  -3.289  1.605  16.652
O  -2.549  0.395  16.789
C  -3.294  -0.724  17.191
H  0.007  1.398  13.523
H  -0.507  -0.301  13.592
H  -1.312  0.904  14.612
H  -2.577  -0.820  12.292
H  -3.426  0.646  11.618
H  -3.268  -0.375  14.455
H  -4.708  -0.229  13.471
H  -3.198  2.232  13.978
H  -5.172  0.944  15.842
H  -4.837  2.615  15.750
H  -3.752  1.791  17.634
H  -2.500  2.353  16.551
H  -4.020  -1.017  16.421
H  -3.856  -0.480  18.106
H  -2.645  -1.568  17.405

=====

Arrangement 2

This record from the OMol25 dataset describes a molecular structure, C20H45Li4N3O12. The level of theory is ωB97M-V/def2-TZVPD.

Its HOMO-LUMO gap is 3.444 eV. As for the highest occupied orbital energy: -0.1870 Ha.

Positions of all 84 atoms, in Å:
Li  27.564  -19.635  8.109
Li  27.386  -15.183  8.164
Li  24.191  -17.093  9.461
Li  26.327  -19.125  10.612
C  26.424  -17.493  8.247
O  27.594  -17.417  7.907
O  25.966  -18.559  8.716
O  25.793  -16.467  8.428
C  27.537  -21.126  10.829
O  27.878  -20.277  9.993
O  26.795  -20.716  11.739
O  28.006  -22.290  10.816
C  23.469  -11.060  9.619
O  23.319  -12.400  9.455
C  22.430  -13.100  10.387
C  22.534  -14.619  10.445
N  23.046  -15.253  9.255
C  22.055  -15.594  8.233
C  21.382  -16.926  8.710
O  22.511  -17.833  8.685
C  22.176  -19.147  9.139
H  24.039  -10.723  8.752
H  23.961  -10.717  10.529
H  22.578  -10.442  9.512
H  21.396  -12.800  10.218
H  22.612  -12.749  11.403
H  21.820  -15.021  11.164
H  23.347  -14.706  11.165
H  23.742  -14.662  8.825
H  22.652  -15.699  7.328
H  21.377  -14.760  8.050
H  20.665  -17.355  8.011
H  21.056  -16.841  9.747
H  23.032  -19.821  9.184
H  21.760  -19.548  8.214
H  21.545  -19.295  10.015
C  31.436  -17.587  5.493
O  30.781  -16.842  4.454
C  29.397  -16.771  5.014
C  28.450  -17.783  4.326
N  28.074  -17.361  2.978
C  27.092  -18.284  2.323
C  25.595  -17.865  2.456
O  24.890  -18.671  1.556
C  24.646  -19.956  2.128
H  31.011  -18.589  5.545
H  31.568  -16.975  6.385
H  32.476  -17.684  5.181
H  29.197  -15.749  4.692
H  29.337  -16.784  6.103
H  27.556  -17.935  4.931
H  28.948  -18.752  4.269
H  28.904  -17.235  2.416
H  27.293  -19.297  2.672
H  27.357  -18.409  1.273
H  25.462  -16.845  2.096
H  25.361  -17.895  3.520
H  24.271  -20.659  1.384
H  23.880  -19.675  2.851
H  25.498  -20.458  2.587
C  16.597  -19.206  6.362
O  17.551  -20.030  5.682
C  18.839  -19.526  5.892
C  19.762  -20.239  4.931
N  21.176  -20.247  5.328
C  21.763  -18.961  5.153
C  23.251  -18.917  5.572
O  23.916  -20.131  5.351
C  25.322  -20.242  5.784
H  15.572  -19.562  6.259
H  16.532  -18.127  6.227
H  16.739  -19.272  7.441
H  19.226  -19.717  6.893
H  18.934  -18.467  5.652
H  19.544  -20.046  3.881
H  19.603  -21.286  5.190
H  21.543  -20.989  4.748
H  21.138  -18.316  5.770
H  21.642  -18.657  4.113
H  23.381  -18.739  6.639
H  23.732  -18.063  5.096
H  25.400  -20.201  6.870
H  25.958  -19.454  5.380
H  25.674  -21.235  5.506

=====

Result of the stability comparison: arrangement 2 is the least stable of them.